Below is a structure of composition C25H39B3O27S at a distorted geometry, with properties calculated with the ωB97M-V functional and the def2-TZVPD basis.

## Properties
Kohn-Sham gap ... 10.141 eV

```
! wB97M-V def2-TZVPD RIJCOSX def2/J DEFGRID3
* xyz 0 1
O 6.226 0.912 -4.705
S 5.243 -0.056 -4.148
O 5.647 -1.465 -4.334
O 5.155 0.234 -2.516
C 3.601 0.220 -4.898
C 2.765 1.335 -4.176
C 1.639 0.786 -3.231
C 0.260 1.539 -3.511
B -0.793 0.537 -4.180
O -2.042 0.298 -3.531
B -2.410 -1.075 -3.628
O -2.073 -1.871 -4.767
B -0.710 -1.531 -5.048
O -0.487 -0.161 -5.395
H 6.045 -0.021 -2.218
H 2.982 -0.697 -4.936
H 3.812 0.545 -5.938
H 3.446 1.968 -3.569
H 2.328 2.002 -4.945
H 1.552 -0.310 -3.369
H 1.888 0.981 -2.168
H -0.154 1.791 -2.509
H 0.413 2.465 -4.104
H -2.978 -1.636 -2.753
H 0.179 -2.308 -4.938
C 0.143 -1.385 0.410
C 1.501 -1.890 0.805
O 1.891 -2.661 -0.343
C 1.200 -2.192 -1.402
O 1.409 -2.499 -2.536
O 0.235 -1.324 -1.019
H -0.079 -0.409 0.829
H -0.657 -2.079 0.683
H 2.221 -1.081 0.950
H 1.476 -2.508 1.705
C -2.909 0.973 2.991
C -2.358 1.972 3.969
O -1.145 1.346 4.404
C -0.758 0.484 3.437
O 0.299 -0.071 3.416
O -1.725 0.333 2.496
H -3.457 1.434 2.186
H -3.542 0.221 3.468
H -2.115 2.928 3.502
H -3.025 2.150 4.807
C 1.452 3.665 7.946
C 1.056 2.393 7.247
O -0.200 2.735 6.664
C -0.230 4.081 6.520
O -1.064 4.670 5.913
O 0.816 4.667 7.155
H 2.530 3.815 7.968
H 1.064 3.722 8.967
H 1.751 2.117 6.451
H 0.950 1.553 7.931
C -0.964 -5.643 2.499
C -0.571 -6.113 3.873
O 0.605 -5.351 4.141
C 0.553 -4.236 3.372
O 1.293 -3.314 3.475
O -0.457 -4.309 2.469
H -2.041 -5.653 2.343
H -0.485 -6.221 1.705
H -1.325 -5.877 4.628
H -0.359 -7.180 3.907
C -5.886 4.439 0.487
C -7.200 3.853 0.925
O -6.794 2.792 1.791
C -5.558 3.093 2.252
O -5.002 2.499 3.121
O -5.032 4.154 1.597
H -5.942 5.511 0.306
H -5.484 3.950 -0.403
H -7.807 4.561 1.494
H -7.788 3.471 0.092
C -6.135 -1.651 -3.783
C -6.663 -2.597 -4.826
O -8.027 -2.196 -4.950
C -8.113 -0.905 -4.540
O -9.074 -0.222 -4.672
O -6.956 -0.498 -3.960
H -5.085 -1.407 -3.929
H -6.273 -2.029 -2.766
H -6.168 -2.472 -5.793
H -6.590 -3.640 -4.524
C 10.441 0.297 -0.199
C 9.997 -0.683 -1.252
O 8.635 -0.316 -1.464
C 8.497 0.980 -1.088
O 7.529 1.634 -1.296
O 9.607 1.427 -0.450
H 11.492 0.563 -0.290
H 10.251 -0.064 0.815
H 10.544 -0.567 -2.191
H 10.073 -1.718 -0.923
*
```

Let us look at the Löwdin charges, expressed in e, one per atom:
1. O -0.332
2. S 0.696
3. O -0.335
4. O -0.181
5. C -0.192
6. C -0.197
7. C -0.168
8. C -0.045
9. B -0.481
10. O 0.209
11. B -0.309
12. O 0.167
13. B -0.281
14. O 0.209
15. H 0.053
16. H 0.110
17. H 0.112
18. H 0.113
19. H 0.110
20. H 0.079
21. H 0.117
22. H 0.109
23. H 0.108
24. H 0.113
25. H 0.118
26. C -0.105
27. C -0.101
28. O 0.078
29. C -0.566
30. O 0.138
31. O 0.054
32. H 0.113
33. H 0.134
34. H 0.143
35. H 0.093
36. C -0.131
37. C -0.121
38. O 0.056
39. C -0.557
40. O 0.154
41. O 0.046
42. H 0.108
43. H 0.140
44. H 0.140
45. H 0.134
46. C -0.127
47. C -0.119
48. O 0.050
49. C -0.564
50. O 0.163
51. O 0.065
52. H 0.133
53. H 0.133
54. H 0.139
55. H 0.135
56. C -0.120
57. C -0.123
58. O 0.073
59. C -0.548
60. O 0.160
61. O 0.058
62. H 0.134
63. H 0.137
64. H 0.135
65. H 0.135
66. C -0.117
67. C -0.118
68. O 0.075
69. C -0.542
70. O 0.143
71. O 0.075
72. H 0.136
73. H 0.137
74. H 0.136
75. H 0.137
76. C -0.121
77. C -0.120
78. O 0.064
79. C -0.568
80. O 0.167
81. O 0.065
82. H 0.104
83. H 0.139
84. H 0.137
85. H 0.134
86. C -0.125
87. C -0.120
88. O 0.060
89. C -0.557
90. O 0.175
91. O 0.070
92. H 0.134
93. H 0.134
94. H 0.137
95. H 0.135

Below is a structure of composition C25H39BBr2Cl10O5 at a distorted geometry, with properties calculated with the ωB97M-V functional and the def2-TZVPD basis.

## Properties
Kohn-Sham gap ... 8.413 eV

```
! wB97M-V def2-TZVPD RIJCOSX def2/J DEFGRID3
* xyz 0 1
C 4.482 -3.654 -0.321
C 3.372 -2.466 -0.344
B 2.366 -2.556 -1.627
O 2.937 -3.059 -2.862
C 0.795 -2.118 -1.635
C 0.339 -0.831 -1.193
C 1.346 0.292 -0.644
O 2.253 0.800 -1.654
C 3.307 1.568 -1.097
C 3.441 2.004 0.429
O 4.222 1.948 -1.880
C -1.252 -0.523 -1.215
O -1.717 0.569 -1.615
C -2.175 -1.757 -0.728
C -3.458 -1.594 0.210
Br -2.846 -1.671 2.136
C -4.232 -0.193 0.055
C -5.721 -0.426 0.693
Br -3.431 1.312 1.083
C -1.726 -3.040 -1.188
C -2.484 -4.412 -0.807
C -0.392 -3.112 -2.104
O -0.304 -3.852 -3.112
H 4.371 -4.383 -1.198
H 5.545 -3.222 -0.401
H 4.406 -4.223 0.678
H 3.966 -1.480 -0.484
H 2.834 -2.361 0.658
H 3.184 -2.240 -3.359
H 0.711 1.148 -0.220
H 1.897 -0.204 0.242
H 3.342 1.068 1.102
H 2.644 2.740 0.787
H 4.498 2.404 0.635
H -4.171 -2.465 0.047
H -4.387 0.041 -1.060
H -6.553 -0.211 -0.072
H -5.820 0.250 1.621
H -5.787 -1.504 1.099
H -3.151 -4.765 -1.660
H -3.097 -4.280 0.153
H -1.695 -5.215 -0.562
Cl 3.957 -2.984 3.074
C 2.433 -3.203 3.956
C 1.666 -4.421 3.482
Cl 1.032 -4.217 1.829
H 1.848 -2.292 3.842
H 2.687 -3.314 5.011
H 0.805 -4.592 4.132
H 2.288 -5.318 3.498
Cl 6.401 -2.411 -2.769
C 8.070 -3.034 -2.743
C 8.119 -4.544 -2.864
Cl 7.478 -5.357 -1.414
H 8.546 -2.689 -1.824
H 8.590 -2.578 -3.588
H 9.154 -4.873 -2.978
H 7.553 -4.897 -3.728
Cl 0.054 -0.655 4.755
C -0.859 0.867 4.920
C -0.598 1.817 3.768
Cl 1.064 2.462 3.791
H -0.598 1.316 5.880
H -1.917 0.599 4.946
H -1.271 2.674 3.836
H -0.760 1.332 2.804
Cl -5.779 4.904 0.070
C -4.280 5.866 0.053
C -3.191 5.245 0.904
Cl -3.574 5.319 2.643
H -4.523 6.877 0.386
H -3.951 5.920 -0.987
H -2.255 5.787 0.763
H -3.022 4.200 0.639
Cl -4.475 6.528 -4.096
C -5.149 7.929 -3.226
C -6.563 7.676 -2.740
Cl -7.728 7.572 -4.083
H -5.102 8.794 -3.890
H -4.492 8.118 -2.375
H -6.888 8.501 -2.102
H -6.630 6.752 -2.161
*
```

Let us look at the Löwdin charges, expressed in e, one per atom:
1. C -0.176
2. C -0.177
3. B -0.352
4. O 0.043
5. C 0.067
6. C 0.000
7. C -0.133
8. O -0.021
9. C -0.396
10. C -0.012
11. O 0.039
12. C -0.216
13. O 0.032
14. C -0.113
15. C -0.600
16. Br 0.612
17. C -0.697
18. C -0.161
19. Br 0.652
20. C -0.079
21. C -0.039
22. C -0.213
23. O 0.081
24. H 0.069
25. H 0.020
26. H 0.039
27. H 0.114
28. H 0.024
29. H 0.117
30. H 0.143
31. H 0.125
32. H 0.086
33. H 0.085
34. H 0.104
35. H 0.094
36. H 0.119
37. H 0.089
38. H 0.055
39. H 0.072
40. H 0.095
41. H 0.069
42. H 0.096
43. Cl 0.608
44. C -0.661
45. C -0.637
46. Cl 0.578
47. H -0.005
48. H 0.077
49. H 0.074
50. H 0.072
51. Cl 0.604
52. C -0.645
53. C -0.654
54. Cl 0.561
55. H 0.071
56. H 0.071
57. H 0.071
58. H 0.071
59. Cl 0.564
60. C -0.643
61. C -0.671
62. Cl 0.544
63. H 0.072
64. H 0.072
65. H 0.067
66. H 0.033
67. Cl 0.548
68. C -0.663
69. C -0.664
70. Cl 0.531
71. H 0.070
72. H 0.054
73. H 0.076
74. H 0.014
75. Cl 0.542
76. C -0.668
77. C -0.673
78. Cl 0.543
79. H 0.069
80. H 0.061
81. H 0.074
82. H 0.037

Computed DFT total energy (hartree) in order:
-3480.5226 -11126.8874